ORCA calculation (ωB97M-V/def2-TZVPD) on the molecule C5H9NO.

Element x y z (Å)
O  -2.459  1.617  -0.013
N  -1.065  1.636  0.036
C  1.732  0.373  0.937
C  0.862  0.048  -0.268
C  0.331  -1.407  -0.432
C  -1.127  -0.879  -0.535
C  -0.584  0.494  -0.220
H  -1.562  -0.943  -1.537
H  1.306  -0.052  1.854
H  1.810  1.456  1.073
H  0.499  -2.024  0.456
H  -2.683  2.541  0.160
H  -1.855  -1.280  0.177
H  2.741  -0.035  0.811
H  1.343  0.398  -1.192
H  0.709  -1.944  -1.306

Results
SMILES string: C[C@H]1CC/C1=N\O
HOMO-LUMO gap in eV: 10.522
Largest force on an atom in eV Å⁻¹: 0.66
Calculated total energy in Eh: -325.8315
Energy above the lowest of the compared OMol25 structures with the same formula, charge and spin in kJ/mol: 278.4